[1]
Formula: C63H55IrN4P3S2Si
Source: the Open Molecules 2025 dataset
Level of theory: ωB97M-V/def2-TZVPD

Geometry (Å):
Ir: 0.1198 0.2954 -0.1166
S: 2.8693 0.6677 -0.1634
S: 0.8467 2.5218 0.6468
P: -2.0997 -0.0927 0.0333
P: 0.6698 -1.0465 1.8790
P: 0.2939 0.9739 -2.4082
Si: 0.1379 -1.8431 -1.0124
N: 0.5013 4.2587 2.5663
N: 5.3428 0.5311 0.5752
N: 4.4254 -1.5131 0.0943
N: -1.0945 4.3894 0.8181
C: -0.0391 5.3244 3.1665
C: 2.1640 2.9765 -3.0883
C: -1.8282 4.4453 -2.6225
C: -3.2245 1.6410 4.1339
C: 3.6984 0.6259 4.0996
C: 0.1333 -1.7571 -2.8861
C: 2.9037 0.7010 -3.3311
C: -1.7237 -4.0761 -0.6182
C: -1.6512 -3.4984 5.0611
C: 1.0204 1.0856 3.5447
C: 3.3970 3.4193 -3.5496
C: 4.1242 1.1451 -3.8046
C: -0.3229 -1.9571 3.1374
C: -5.3174 1.0859 -3.0267
C: -0.9714 3.4298 -2.2410
C: -0.0640 3.8546 1.4453
C: 0.5610 5.7559 4.4627
C: 3.1233 -4.5547 0.1719
C: -5.3566 1.6516 -1.7623
C: 1.9088 1.6134 -2.9734
C: 4.3749 2.5068 -3.9101
C: -2.5820 1.9136 1.8376
C: -3.9781 -3.7180 0.1512
C: -3.2754 -0.0383 -2.4603
C: 1.6935 1.9026 4.4361
C: -3.7420 -2.3605 0.2544
C: 3.1790 -4.2786 1.5318
C: 0.0600 -2.7669 -5.0810
C: -3.0156 -0.2858 2.7074
C: -1.6079 5.4782 1.3925
C: 3.0240 -0.2066 3.2183
C: 0.1500 -0.4940 -3.4872
C: -2.8705 2.4648 3.0709
C: -0.1469 -1.7075 4.4994
C: -1.8135 -3.7722 3.7095
C: 0.0686 -2.8876 -3.7038
C: -2.5691 3.1103 -4.4680
C: -2.6387 0.5344 1.6485
C: 1.6606 -2.4431 1.2258
C: -4.2791 0.2328 -3.3711
C: -3.3037 0.2694 3.9476
C: -2.9687 -4.5759 -0.2803
C: -2.6302 4.2907 -3.7420
C: 2.2944 -3.8105 -0.6595
C: 5.6707 -2.2252 0.3504
C: -1.1525 -3.0139 2.7604
C: -4.3638 1.3645 -0.8363
C: 6.8451 -1.2992 0.0734
C: -1.4575 -2.7105 -0.5074
C: 0.1912 -0.3753 -4.8770
C: -0.8898 2.2459 -2.9644
C: 1.6841 0.0201 2.9393
C: 1.5285 -2.7667 -0.1404
C: 2.4470 -3.2258 2.0627
C: -0.8096 -2.4714 5.4495
C: 6.6586 -0.0187 0.8673
C: 0.1349 -1.5084 -5.6680
C: -2.4737 -1.8676 -0.0486
C: -3.3070 0.5240 -1.1834
C: -1.1153 5.9878 2.5793
C: -1.7090 2.0949 -4.0827
C: 4.2919 -0.1983 0.1994
C: 3.0340 1.6753 4.7145
H: 5.6896 -2.5771 1.3865
H: -3.1657 -5.6363 -0.3595
H: -3.5935 -0.3761 4.7646
H: 2.7251 -0.3635 -3.2434
H: -4.9526 -4.1150 0.3995
H: -2.4444 5.9423 0.8839
H: 3.7919 -4.8873 2.1822
H: 0.2864 0.5957 -5.3433
H: -4.4333 1.7830 0.1564
H: -2.8258 3.5390 3.2052
H: -3.4527 2.0699 5.0996
H: 7.4051 0.7279 0.5999
H: -3.0926 -1.3571 2.5796
H: 5.3263 2.8555 -4.2888
H: 4.7442 0.4468 4.3135
H: 1.1708 2.7187 4.9112
H: -2.4513 -4.5851 3.3903
H: 7.7813 -1.7801 0.3488
H: 0.1542 -1.4143 -6.7447
H: 6.7477 -0.2140 1.9405
H: -4.2541 -0.2241 -4.3513
H: 3.5821 4.4806 -3.6413
H: 4.8795 0.4287 -4.0986
H: 0.0095 -3.6502 -5.7030
H: -1.5395 6.8749 3.0265
H: -2.1656 -4.0922 5.8041
H: -2.4871 -0.7314 -2.7331
H: -3.1978 2.9726 -5.3365
H: 2.4776 -3.0322 3.1278
H: 3.5524 -1.0249 2.7459
H: 0.2106 5.1015 5.2637
H: -1.6971 1.1844 -4.6603
H: -4.5346 -1.6955 0.5741
H: -2.3034 2.5553 1.0122
H: 6.8839 -1.0673 -0.9929
H: -0.3699 3.5729 -1.3565
H: -0.9513 -4.7585 -0.9523
H: 0.2809 6.7755 4.7145
H: 3.6236 -2.0216 -0.2498
H: 3.5597 2.3174 5.4077
H: -6.1741 2.3022 -1.4845
H: 1.4086 3.7061 -2.8376
H: 1.6453 5.6721 4.4177
H: 5.1769 1.5213 0.6640
H: -3.3011 5.0822 -4.0455
H: 0.0243 -3.8760 -3.2629
H: 2.2157 -4.0755 -1.7067
H: 3.7043 -5.3706 -0.2360
H: -1.8685 5.3555 -2.0398
H: -0.6576 -2.2594 6.4988
H: -6.1016 1.2993 -3.7397
H: -0.0294 1.2697 3.3330
H: -1.2795 -3.2695 1.7201
H: 0.4996 -0.9157 4.8408
H: 5.6942 -3.0997 -0.2974

Summary:
Highest occupied orbital energy (alpha / beta), eV: -12.667 / -12.727
Charge: +2
Calculated total energy, Eh: -4866.7596
2S+1: 2
Orbital gap (alpha / beta), eV: 7.62 / 5.75
⟨S²⟩: 0.755
Lowest unoccupied orbital energy (alpha / beta), Eh: -0.185 / -0.256

[2]
Formula: C63H62F9N2O7S2
Source: the Open Molecules 2025 dataset
Level of theory: ωB97M-V/def2-TZVPD

Geometry (Å):
S: 5.5446 -3.9937 -1.5948
S: 3.1203 -2.8388 -1.9819
F: -1.5012 3.5063 0.3339
F: -8.3690 4.9470 6.6694
F: 12.4308 -2.0051 1.7790
F: 1.5114 -0.1866 -5.2473
F: 6.9797 -8.1818 -1.7158
F: 2.9310 -8.1844 -0.4856
F: -7.8371 10.8979 1.3719
F: -10.9694 9.3849 5.1144
F: -3.8782 7.0999 -2.4256
O: 2.0948 -7.7285 -3.6726
O: 5.4740 -3.4867 -5.3912
O: 3.6846 -8.4221 -5.0569
O: 1.7337 -3.0513 -1.6269
O: 5.9519 -2.9905 -2.5506
O: 3.5105 -1.4972 -1.6481
O: 6.3405 -3.9080 -0.3947
N: 3.9804 -3.9588 -1.1796
N: 4.6993 -2.0194 -6.9488
C: -7.7894 3.1817 8.1123
C: 3.9212 -1.9355 -4.5157
C: 0.0660 2.7609 -3.7320
C: -6.4508 1.3725 7.2638
C: 3.3635 -7.9675 -4.0182
C: -1.0903 4.7690 0.5559
C: 8.5381 -11.8334 -0.7060
C: -6.1869 10.8178 4.5854
C: 1.8899 -8.7832 0.1177
C: 7.8138 -11.1050 0.2284
C: 3.1534 -3.0489 -3.7830
C: 8.7634 -2.1120 -0.0822
C: 1.2384 -7.4122 -4.7761
C: 0.1865 0.9941 -2.1023
C: 0.8967 -10.7372 1.0568
C: -9.8617 6.3123 3.5654
C: -0.1552 2.2970 -2.4419
C: 4.7774 -6.1618 -3.1594
C: -4.8788 10.5172 -1.8141
C: 1.9727 -10.1252 0.4305
C: -0.0667 4.9945 1.4542
C: 10.0810 -1.8342 1.9135
C: -6.4067 1.9852 6.0188
C: -0.2502 7.3513 1.0094
C: 11.1632 -2.2827 -0.1912
C: 5.8693 -5.6665 -2.2050
C: -6.2404 9.0346 -0.4945
C: -11.0089 5.8045 5.6168
C: 8.7352 -11.3246 -1.9826
C: -0.3100 -8.6561 1.0239
C: -7.1435 1.9696 8.3081
C: 9.9224 -2.3230 -0.8158
C: 11.2217 -2.0406 1.1653
C: 7.2897 -9.8661 -0.1090
C: 7.4919 -9.3793 -1.3849
C: 0.7660 -8.0365 0.4068
C: 8.2050 -10.0905 -2.3291
C: -11.2241 7.1567 5.8346
C: -7.0590 3.1922 5.8143
C: 0.3577 6.2961 1.6766
C: -0.2452 -10.0045 1.3513
C: -8.5565 11.0805 4.9104
C: -1.2819 7.1051 0.1135
C: -10.3260 5.3831 4.4840
C: 0.6338 1.9248 -4.6827
C: -7.7392 3.7735 6.8660
C: -5.5591 7.9448 -1.0166
C: -8.7488 11.0669 3.5369
C: -5.9010 10.3218 -0.8947
C: 4.4011 -7.6532 -2.9717
C: -4.1886 9.4300 -2.3315
C: -7.6544 10.9201 2.7101
C: 4.7664 -2.5753 -5.5991
C: -10.7585 8.0670 4.9068
C: -1.7032 5.8046 -0.1205
C: -7.2771 10.9591 5.4345
C: 0.9607 0.6321 -4.3252
C: 8.8445 -1.8658 1.2807
C: 1.7341 -6.2319 -5.6177
C: -6.3747 10.7925 3.2118
C: -10.0820 7.6664 3.7734
C: -4.5425 8.1595 -1.9253
C: 0.7442 0.1498 -3.0495
H: 12.0786 -2.4377 -0.7487
H: 1.0120 -0.8715 -2.8008
H: 0.9495 -11.7870 1.3147
H: -0.5931 2.9509 -1.7001
H: -9.4045 11.1848 5.5707
H: 9.8594 -2.5199 -1.8781
H: 9.3024 -11.8900 -2.7102
H: 3.8991 -7.6956 -2.0032
H: 6.8710 -5.7381 -2.6144
H: -7.1812 1.4907 9.2776
H: 1.1648 6.4865 2.3715
H: 4.5762 -1.3952 -3.8320
H: -5.1893 10.7256 4.9938
H: 0.2955 -7.1031 -4.3335
H: -3.3829 9.5620 -3.0420
H: 5.8820 -6.2770 -1.3106
H: -1.2009 -8.0851 1.2496
H: 0.0801 8.3667 1.1871
H: -9.7334 8.4070 3.0658
H: 10.1627 -1.6519 2.9778
H: 8.3403 -9.6793 -3.3209
H: -8.3275 3.6673 8.9160
H: -11.3737 5.0789 6.3313
H: -5.5401 10.6746 2.5322
H: 2.2897 -5.5365 -4.9959
H: 1.0345 -8.2801 -5.4020
H: -7.1280 10.9730 6.5063
H: -5.8108 6.9336 -0.7239
H: -9.7378 11.1674 3.1085
H: 4.7210 -2.8338 -7.5572
H: -11.7468 7.5070 6.7152
H: 5.5963 -1.5684 -7.1161
H: 3.8570 -5.6211 -2.9453
H: -1.0851 -10.4853 1.8366
H: -4.6171 11.5189 -2.1289
H: -7.0332 8.8812 0.2239
H: -1.7594 7.9268 -0.4049
H: 7.9416 -1.6988 1.8526
H: 3.4588 -4.0326 -4.1096
H: 0.0201 0.6334 -1.0961
H: 5.0185 -5.9827 -4.2078
H: 3.2261 -1.2140 -4.9194
H: 2.8696 -10.6794 0.1847
H: 7.6564 -11.5024 1.2225
H: -10.1548 4.3273 4.3174
H: 5.2423 -8.3193 -3.0492
H: -2.5004 5.5927 -0.8212
H: 0.8232 2.2679 -5.6920
H: 0.7401 -6.9849 0.1503
H: 0.8725 -5.7458 -6.0692
H: -0.2027 3.7755 -3.9977
H: 2.3503 -6.5901 -6.4364
H: -5.9441 0.4291 7.4193
H: -6.4333 11.1701 -0.4899
H: 6.7292 -9.2786 0.6067
H: -5.8637 1.5223 5.2057
H: -9.3262 5.9833 2.6844
H: 7.8003 -2.1427 -0.5709
H: 8.9497 -12.7985 -0.4396
H: 2.1131 -2.9388 -4.0831
H: 0.3891 4.1594 1.9698
H: -7.0427 3.6826 4.8496

Summary:
Highest occupied orbital energy, eV: -5.949
Charge: -1
Calculated total energy, Eh: -4769.2463
Orbital gap, eV: 7.41
Lowest unoccupied orbital energy, Eh: 0.054